The molecule C7H5BrFN, computed with wB97M-V/def2-TZVPD.

Each line ends with the Mulliken charge.
Element x y z (Å)
C1 1.19049 0.76255 -1.24624  0.481
C2 0.44910 -1.56439 0.39932  -0.422
C3 0.16843 -1.29718 -0.98004  -0.327
C4 -0.55355 0.52274 1.34786  -0.038
C5 0.40326 -0.45876 1.41834  0.157
C6 0.03747 0.08480 -1.54224  -0.662
C7 -0.90802 1.21583 0.22630  -0.356
N1 2.18718 1.32051 -1.18409  -0.474
F1 0.80468 -0.90030 2.64187  -0.269
Br1 -2.57872 2.10889 0.10162  -0.119
H1 0.77747 -2.48134 0.81695  0.461
H2 -0.22412 -2.13911 -1.60680  0.345
H3 -1.03890 0.69568 2.33797  0.355
H4 -0.50552 0.34063 -2.39672  0.473
H5 -0.20925 1.78944 -0.33408  0.393

Output
Highest occupied orbital energy (spin up / spin down) = -9.132 / -9.132 eV
E_tot = -2998.21969 Ha
LUMO level (spin up / spin down) = -0.027 / -0.027 Eh
SMILES = N#C\C=C/C=C(F)\C=C\Br



The molecule C7H5Cl, computed with wB97M-V/def2-TZVPD.

Each line ends with the Mulliken charge.
Element x y z (Å)
C1 -1.24325 0.34229 0.96290  0.042
C2 -0.09100 1.17190 0.17985  -0.363
C3 0.14662 1.23574 -1.26474  -0.583
C4 0.48534 0.95619 -2.40023  0.058
C5 0.17505 -0.16157 1.18753  0.066
C6 0.43020 -1.34229 0.22912  -0.360
C7 0.88448 -2.48565 -0.01159  -0.308
H1 -1.83494 -0.52082 0.33442  0.349
H2 0.10507 2.18319 0.62664  0.324
H3 0.74247 0.54453 -3.37068  0.374
H4 1.04684 -0.06253 2.02366  0.313
H5 1.08572 -3.18664 -0.83527  0.290
Cl1 -1.93261 1.32566 2.33839  -0.203

Output
Highest occupied orbital energy = -9.311 eV
E_tot = -729.67447 Ha
LUMO level = 0.021 Eh
SMILES = C#C[C@@H]1[C@@H](Cl)[C@@H]1C#C



A cluster of 2 separate species, C7H5Cl2NP in total, computed with wB97M-V/def2-TZVPD.

Each line ends with the Mulliken charge.
Element x y z (Å)
C1 2.39184 -1.95541 -0.31927  0.285
C2 -2.31154 0.23453 0.12140  -0.205
C3 -1.53479 1.34255 -0.15184  -0.306
C4 -1.78787 -1.06261 0.29455  -0.627
C5 -0.13538 1.24620 -0.08541  -0.275
C6 -0.36687 -1.17424 0.42513  -0.540
C7 0.39156 -0.03546 0.04009  0.795
N1 2.42880 -3.09465 -0.46146  -0.211
P1 2.20918 -0.24080 0.03774  0.448
Cl1 2.95582 2.70064 1.70627  0.025
Cl2 2.93836 0.88082 -1.46964  -0.051
H1 -3.41235 0.51949 -0.09788  0.293
H2 -1.85183 2.32030 -0.57340  0.323
H3 -2.55726 -1.84107 0.36525  0.374
H4 0.42756 2.19995 -0.41324  0.217
H5 0.21476 -2.04024 0.58170  0.454

Output
Charge = +1
Highest occupied orbital energy (spin up / spin down) = -14.293 / -14.308 eV
E_tot = -1585.81881 Ha
LUMO level (spin up / spin down) = -0.310 / -0.279 Eh



The molecule C7H5Cl3N2OS, computed with wB97M-V/def2-TZVPD.

Each line ends with the Mulliken charge.
Element x y z (Å)
C1 0.59524 0.71069 1.92129  0.218
C2 2.38112 2.54769 -0.30664  -0.257
C3 1.14176 2.23755 0.11685  -0.053
C4 3.11729 0.39784 -0.51429  0.342
C5 1.77328 -0.15112 -0.19501  0.220
C6 0.86104 0.81450 0.53429  0.161
C7 -1.53088 -0.83423 0.59019  -0.876
N1 0.20832 0.44141 2.98722  -0.538
N2 3.39718 1.61776 -0.54443  -0.500
O1 -0.60036 -0.04582 -1.72802  -0.564
S1 -0.96972 0.57367 -0.49175  0.599
Cl1 -0.01940 3.46780 0.56655  -0.151
Cl2 4.45968 -0.63766 -0.74307  -0.140
Cl3 1.78725 -1.74297 0.70107  -0.121
H1 2.80929 3.57058 -0.57574  0.399
H2 1.30785 -0.54683 -1.15076  0.267
H3 -1.15845 -0.82040 1.54721  0.331
H4 -1.06537 -1.83219 0.15908  0.238
H5 -2.56206 -0.83500 0.62794  0.424

Output
Highest occupied orbital energy = -9.541 eV
E_tot = -2233.15076 Ha
LUMO level = -0.030 Eh



The molecule C7H5ClFINOP, computed with wB97M-V/def2-TZVPD.

Each line ends with the Mulliken charge.
Element x y z (Å)
C1 -0.26951 -1.50903 0.77457  -0.594
C2 -0.25342 0.64646 -0.21014  0.547
C3 0.30463 -0.28188 0.63056  -0.261
C4 -1.42969 0.48424 -0.93860  -0.319
C5 -2.10003 -0.78365 -0.70402  0.551
C6 -1.47913 -1.71291 0.12341  0.228
C7 0.89695 1.65981 -0.03365  -0.204
N1 1.46795 0.42283 1.05480  -0.131
O1 -1.87858 1.34434 -1.90326  -0.544
F1 -3.25780 -1.03621 -1.40842  -0.306
P1 2.99125 -0.17906 1.49645  -0.093
Cl1 -2.31858 -3.20559 0.43028  -0.201
I1 4.26562 -0.46184 -0.55185  -0.088
H1 0.19706 -2.27170 1.34199  0.491
H2 1.63534 1.65532 -0.89637  0.264
H3 0.54227 2.49730 0.69261  0.245
H4 -2.77150 1.62738 -1.69897  0.326
H5 3.45719 1.10417 1.80062  0.089

Output
Highest occupied orbital energy = -8.629 eV
E_tot = -1598.78589 Ha
LUMO level = 0.004 Eh
SMILES = Oc1c(F)c(Cl)cc2c1CN2PI



A cluster of 2 separate species, C7H5ClFN2P in total, computed with wB97M-V/def2-TZVPD.

Each line ends with the Mulliken charge.
Element x y z (Å)
C1 3.29908 -0.11489 0.64485  0.026
C2 1.45415 0.04854 -0.99727  -0.437
C3 0.08127 -0.03285 -1.21408  -0.309
C4 1.02408 -0.69665 1.21993  -0.358
C5 1.92867 -0.35177 0.21730  0.499
C6 -0.79231 -0.50986 -0.25578  0.085
C7 -2.19840 -0.71663 -0.42402  0.260
N1 4.36675 0.14299 1.00023  -0.424
N2 -0.27782 -0.80623 0.97003  -0.442
F1 -2.78282 -0.39674 -1.62841  -0.218
P1 -2.69118 1.74588 0.63913  0.116
Cl1 -2.86192 -2.05966 0.35615  -0.109
H1 2.01362 0.78461 -1.53201  0.381
H2 -0.29017 0.13500 -2.22440  0.442
H3 1.35046 -0.95044 2.21289  0.452
H4 -1.57748 1.81136 1.47075  0.038
H5 -2.04598 1.96735 -0.45528  -0.001

Output
Highest occupied orbital energy (spin up / spin down) = -8.551 / -8.696 eV
E_tot = -1280.53149 Ha
LUMO level (spin up / spin down) = -0.051 / -0.061 Eh



The molecule C7H5ClN2, computed with wB97M-V/def2-TZVPD.

Each line ends with the Mulliken charge.
Element x y z (Å)
C1 -2.03801 -0.24839 -0.06975  0.548
C2 -1.62573 1.10840 0.04356  -0.642
C3 -0.29555 1.39954 -0.03364  -0.205
C4 1.98498 0.47122 0.04921  -0.289
C5 2.40112 -0.85110 0.00498  -0.415
C6 0.27646 -0.93477 -0.02291  0.493
C7 -1.12090 -1.25874 -0.03811  -0.569
H1 -2.32433 1.90672 0.08359  0.410
H2 0.11935 2.39791 -0.11768  0.334
H3 2.41671 1.44278 0.20487  0.352
H4 3.43502 -1.23698 -0.01769  0.373
H5 -1.43058 -2.29360 -0.11773  0.434
N1 0.61720 0.39012 -0.05745  0.068
N2 1.33525 -1.69667 0.05505  -0.694
Cl1 -3.75098 -0.59645 0.03369  -0.200

Output
Highest occupied orbital energy = -8.362 eV
E_tot = -839.44452 Ha
LUMO level = 0.016 Eh
SMILES = Clc1ccn2ccnc2c1



The molecule C7H5F3N2, computed with wB97M-V/def2-TZVPD.

Each line ends with the Mulliken charge.
Element x y z (Å)
C1 0.88264 1.40565 0.09279  0.083
C2 -1.98421 0.26239 -0.63851  -0.161
C3 -1.68070 -0.00161 0.62353  -0.451
C4 -1.00754 0.07725 -1.65943  -0.163
C5 -0.36253 -0.41682 1.03470  -0.704
C6 0.65208 -0.06743 0.00082  1.117
C7 2.05534 -0.66328 0.07221  0.507
N1 1.04179 2.51981 0.22849  -0.517
N2 0.17968 -0.22925 -1.44737  -0.684
F1 2.54096 -0.37920 1.36976  -0.295
F2 1.89807 -1.99172 -0.10402  -0.251
F3 2.91158 -0.13011 -0.69912  -0.219
H1 -3.05378 0.78923 -0.85523  0.218
H2 -2.43728 -0.04759 1.41597  0.368
H3 -1.27954 0.21065 -2.72164  0.389
H4 -0.02721 0.17356 1.86624  0.409
H5 -0.32934 -1.51153 1.42080  0.351

Output
Highest occupied orbital energy = -10.285 eV
E_tot = -678.78891 Ha
LUMO level = -0.008 Eh
SMILES = N#C[C@@]1(C(F)(F)F)CC=CC=N1



The molecule C7H5FN2, computed with wB97M-V/def2-TZVPD.

Each line ends with the Mulliken charge.
Element x y z (Å)
C1 0.87928 1.06854 0.85925  -0.698
C2 0.01656 1.96063 0.34789  -0.087
C3 -1.42955 0.51447 -0.69313  -0.419
C4 -0.82351 -0.66658 -0.01752  0.795
C5 0.68406 -0.27006 0.22076  0.279
C6 -1.44410 -2.00297 -0.01050  -0.120
C7 1.80173 -0.81046 -0.38446  -0.173
N1 -0.98346 1.72025 -0.59557  -0.592
N2 -1.87614 -1.35828 0.97498  -0.561
F1 3.04836 -0.31695 -0.14803  -0.244
H1 1.52594 1.41078 1.65564  0.390
H2 0.13136 2.92111 0.76303  0.398
H3 -2.09628 0.53188 -1.54888  0.380
H4 -1.23484 -2.87598 -0.69520  0.297
H5 1.80059 -1.82638 -0.72826  0.355

Output
Highest occupied orbital energy (spin up / spin down) = -5.880 / -9.302 eV
E_tot = -478.82250 Ha
LUMO level (spin up / spin down) = 0.027 / -0.103 Eh
⟨S²⟩ = 2.0292
2S+1 = 3



The molecule C7H5FO3S2, computed with wB97M-V/def2-TZVPD.

Each line ends with the Mulliken charge.
Element x y z (Å)
C1 2.44287 0.28223 0.52347  -0.927
C2 2.53944 0.65240 1.83817  -0.366
C3 1.16728 0.61788 -0.13379  1.404
C4 0.65726 0.55122 -1.37440  -0.631
C5 0.33755 1.23341 0.83383  0.226
C6 -1.51224 1.50739 -0.52409  -0.236
C7 -1.85414 -1.67022 -1.22605  -1.090
O1 -1.00480 -0.57991 0.96840  -0.589
O2 -3.38464 -0.23696 0.35423  -0.644
O3 -0.84015 1.88490 0.57277  -0.131
F1 1.34547 -0.04682 -2.31258  -0.197
S1 1.15678 1.60280 2.35195  -0.137
S2 -1.99935 -0.27148 -0.06690  1.273
H1 3.12121 -0.16596 -0.07437  0.538
H2 3.43583 0.53147 2.49899  0.391
H3 -0.98105 -2.03537 -1.62603  0.375
H4 -2.20044 -2.42525 -0.53569  0.371
H5 -2.42688 -1.43173 -2.06789  0.370

Output
Highest occupied orbital energy = -8.981 eV
E_tot = -1391.40966 Ha
LUMO level = -0.038 Eh